1.
C35H45N8O10SeSr | wB97M-V/def2-TZVPD

Geometry (Å):
1 Sr 0.591 -0.701 -0.097
2 O -1.559 3.154 -0.159
3 C -1.128 2.014 0.042
4 O 0.082 1.641 0.104
5 C -2.130 0.874 0.219
6 C -3.487 0.950 -0.058
7 C -4.232 -0.223 0.017
8 C -3.610 -1.420 0.355
9 C -2.255 -1.388 0.651
10 N -1.563 -0.262 0.593
11 C -1.403 -2.617 0.995
12 O -1.948 -3.726 0.993
13 O -0.189 -2.354 1.240
14 H -3.921 1.901 -0.335
15 H -5.293 -0.210 -0.201
16 H -4.146 -2.357 0.398
17 O -0.712 -1.821 -1.620
18 C -0.785 -3.036 -1.785
19 C 0.300 -3.976 -1.775
20 C 0.051 -5.246 -2.273
21 C 1.069 -6.164 -2.437
22 C 2.397 -5.799 -2.110
23 C 2.662 -4.574 -1.593
24 C 1.630 -3.595 -1.331
25 O 1.892 -2.501 -0.785
26 N 0.802 -7.448 -2.995
27 O -0.335 -7.706 -3.376
28 O 1.725 -8.254 -3.077
29 H -1.767 -3.483 -2.034
30 H -0.953 -5.526 -2.567
31 H 3.182 -6.515 -2.308
32 H 3.682 -4.295 -1.369
33 N 2.801 0.899 -3.492
34 C 2.239 1.071 -2.243
35 N 1.753 2.298 -1.966
36 O 2.334 0.162 -1.408
37 H 2.493 1.489 -4.246
38 H 3.003 -0.057 -3.728
39 H 1.350 2.821 -2.726
40 H 1.191 2.319 -1.105
41 C -2.519 -0.337 -3.827
42 N -2.931 1.048 -3.981
43 C -4.354 1.278 -3.803
44 C -1.995 2.008 -3.667
45 O -0.875 1.729 -3.262
46 N -2.418 3.315 -3.917
47 C -2.918 3.633 -5.242
48 C -1.660 4.388 -3.300
49 H -3.240 -0.973 -4.342
50 H -2.458 -0.629 -2.777
51 H -1.532 -0.469 -4.266
52 H -4.720 0.709 -2.944
53 H -4.910 0.958 -4.689
54 H -4.541 2.333 -3.627
55 H -3.208 2.725 -5.767
56 H -2.143 4.136 -5.833
57 H -3.784 4.299 -5.180
58 H -1.356 4.088 -2.300
59 H -2.311 5.262 -3.224
60 H -0.774 4.661 -3.889
61 C 2.450 -0.290 5.985
62 C 2.558 -1.811 5.904
63 C 1.306 -2.484 5.338
64 C 1.055 -2.209 3.852
65 N 2.183 -2.586 3.025
66 C 2.920 -1.746 2.249
67 Se 2.658 0.052 2.044
68 N 3.882 -2.488 1.632
69 C 4.836 -1.977 0.667
70 C 6.284 -2.104 1.148
71 C 6.580 -1.378 2.462
72 C 6.559 0.142 2.328
73 C 3.676 -3.826 1.921
74 C 4.323 -4.977 1.502
75 C 3.812 -6.192 1.933
76 C 2.701 -6.253 2.770
77 C 2.077 -5.102 3.226
78 C 2.582 -3.888 2.789
79 H 3.318 0.124 6.500
80 H 1.554 0.007 6.536
81 H 2.410 0.150 4.988
82 H 2.736 -2.216 6.904
83 H 3.420 -2.079 5.286
84 H 0.428 -2.132 5.886
85 H 1.382 -3.562 5.502
86 H 0.875 -1.150 3.682
87 H 0.181 -2.758 3.503
88 H 4.571 -0.939 0.476
89 H 4.697 -2.519 -0.267
90 H 6.930 -1.703 0.361
91 H 6.535 -3.162 1.265
92 H 7.565 -1.697 2.813
93 H 5.849 -1.689 3.215
94 H 7.252 0.465 1.547
95 H 6.855 0.610 3.268
96 H 5.561 0.500 2.081
97 H 5.183 -4.940 0.848
98 H 4.274 -7.111 1.595
99 H 2.306 -7.217 3.064
100 H 1.213 -5.152 3.872

Summary:
highest occupied orbital energy: -5.340 eV
net charge: -1
gap between HOMO and LUMO: 7.62 eV
LUMO energy: 2.28 eV
multiplicity: 1
energy above the lowest of the compared OMol25 structures with the same formula, charge and spin: 53.2 kcal/mol

2.
C35H46FeN4O7PS2Si2 | wB97M-V/def2-TZVPD

Geometry (Å):
1 Fe -0.696 -0.259 -0.382
2 O -1.846 0.658 1.215
3 N -2.356 -0.002 2.226
4 C -2.853 0.736 3.248
5 C -3.423 0.155 4.346
6 C -3.491 -1.236 4.408
7 C -2.970 -1.972 3.374
8 C -2.380 -1.364 2.256
9 S -1.664 -2.244 0.964
10 H -2.754 1.800 3.100
11 H -3.803 0.784 5.138
12 H -3.934 -1.729 5.263
13 H -2.976 -3.053 3.394
14 C -3.707 1.216 -3.558
15 Si -3.240 1.491 -1.768
16 C -3.717 3.215 -1.236
17 C -4.208 0.257 -0.763
18 N -1.490 1.385 -1.457
19 C -0.570 2.288 -1.859
20 C -0.782 3.204 -2.928
21 C 0.197 4.101 -3.294
22 C 1.400 4.160 -2.587
23 C 1.620 3.301 -1.510
24 C 0.670 2.369 -1.159
25 H -4.736 1.566 -3.684
26 H -3.694 0.144 -3.771
27 H -3.087 1.732 -4.293
28 H -4.801 3.342 -1.289
29 H -3.250 3.982 -1.859
30 H -3.399 3.382 -0.204
31 H -5.001 -0.165 -1.386
32 H -4.654 0.726 0.117
33 H -3.577 -0.563 -0.420
34 H -1.716 3.174 -3.470
35 H 0.026 4.773 -4.125
36 H 2.155 4.883 -2.867
37 H 2.539 3.368 -0.938
38 H 0.840 1.715 -0.308
39 N -3.314 -3.922 -0.977
40 C -2.152 -3.919 -1.914
41 P -2.415 -2.366 -2.876
42 O -3.907 -2.376 -3.077
43 O -1.780 -1.227 -2.136
44 C -1.593 -2.623 -4.471
45 N -1.556 -1.334 -5.193
46 H -3.018 -3.391 -0.124
47 H -3.616 -4.856 -0.714
48 H -4.071 -3.411 -1.472
49 H -2.207 -4.805 -2.544
50 H -1.228 -3.907 -1.343
51 H -2.154 -3.385 -5.016
52 H -0.568 -2.967 -4.313
53 H -1.319 -1.486 -6.166
54 H -0.183 -0.403 -4.273
55 H -2.468 -0.887 -5.172
56 O 0.844 -0.132 0.756
57 Si 2.058 -0.079 1.776
58 C 3.551 -1.110 1.255
59 C 4.810 -0.989 1.857
60 C 5.871 -1.804 1.488
61 C 5.692 -2.779 0.513
62 C 4.446 -2.938 -0.077
63 C 3.391 -2.110 0.293
64 C 1.610 -0.718 3.501
65 C 2.243 -1.829 4.068
66 C 1.896 -2.303 5.329
67 C 0.903 -1.670 6.061
68 C 0.257 -0.565 5.521
69 C 0.605 -0.105 4.260
70 C 2.588 1.735 1.918
71 C 3.864 2.220 1.613
72 C 4.166 3.577 1.688
73 C 3.190 4.487 2.066
74 C 1.907 4.035 2.347
75 C 1.614 2.681 2.266
76 H 4.963 -0.256 2.643
77 H 6.836 -1.687 1.965
78 H 6.518 -3.417 0.226
79 H 4.292 -3.715 -0.816
80 H 2.414 -2.243 -0.157
81 H 3.019 -2.344 3.515
82 H 2.405 -3.166 5.739
83 H 0.636 -2.032 7.047
84 H -0.521 -0.062 6.084
85 H 0.086 0.761 3.865
86 H 4.638 1.533 1.296
87 H 5.164 3.923 1.447
88 H 3.424 5.542 2.132
89 H 1.132 4.742 2.621
90 H 0.593 2.355 2.442
91 C 3.011 -0.013 -3.045
92 S 1.518 -0.922 -3.096
93 O 1.696 -2.127 -3.861
94 O 0.622 0.076 -3.868
95 O 1.039 -1.075 -1.744
96 H 3.322 0.190 -4.067
97 H 3.737 -0.633 -2.521
98 H 2.825 0.908 -2.496

Summary:
highest occupied orbital energy (alpha / beta): -7.788 / -7.352 eV
net charge: 0
⟨S²⟩: 8.80
gap between HOMO and LUMO (alpha / beta): 7.87 / 6.00 eV
LUMO energy (alpha / beta): 0.08 / -1.35 eV
multiplicity: 6
energy above the lowest of the compared OMol25 structures with the same formula, charge and spin: 32.2 kcal/mol

3.
C35H46HfN2O4P2S2 | wB97M-V/def2-TZVPD

Geometry (Å):
1 Hf 0.639 0.521 -0.045
2 C 0.276 -4.234 2.870
3 C 0.998 -2.932 2.528
4 C 2.310 -3.212 1.801
5 P -0.002 -1.676 1.601
6 C -1.320 -2.469 0.567
7 C -0.691 -3.276 -0.574
8 C -2.433 -3.217 1.294
9 C -0.888 -0.730 2.867
10 C -1.151 -1.229 4.142
11 C -1.857 -0.493 5.077
12 C -2.329 0.765 4.717
13 C -2.075 1.284 3.464
14 C -1.327 0.566 2.512
15 N -1.090 1.021 1.240
16 C -1.110 2.369 0.872
17 C -0.629 3.417 1.672
18 C -0.461 4.679 1.137
19 C -0.746 4.927 -0.201
20 C -1.225 3.905 -1.001
21 C -1.425 2.628 -0.481
22 P -1.918 1.164 -1.449
23 C -3.744 0.962 -1.123
24 C -4.040 -0.182 -0.153
25 C -4.420 2.254 -0.675
26 C -1.781 1.685 -3.222
27 C -2.871 2.604 -3.772
28 C -1.674 0.412 -4.068
29 H 0.911 -4.837 3.524
30 H 0.085 -4.821 1.970
31 H -0.674 -4.072 3.374
32 H 1.238 -2.410 3.458
33 H 2.138 -3.651 0.816
34 H 2.911 -3.912 2.388
35 H 2.883 -2.295 1.663
36 H -1.765 -1.572 0.120
37 H -0.221 -4.190 -0.204
38 H 0.069 -2.698 -1.108
39 H -1.456 -3.569 -1.296
40 H -2.114 -4.211 1.603
41 H -3.288 -3.342 0.624
42 H -2.773 -2.668 2.173
43 H -0.794 -2.213 4.418
44 H -2.045 -0.896 6.063
45 H -2.905 1.349 5.425
46 H -2.461 2.260 3.200
47 H -0.335 3.214 2.694
48 H -0.064 5.471 1.760
49 H -0.578 5.911 -0.619
50 H -1.411 4.100 -2.048
51 H -4.142 0.675 -2.103
52 H -3.585 -0.004 0.824
53 H -3.670 -1.133 -0.539
54 H -5.120 -0.277 -0.014
55 H -4.091 2.525 0.331
56 H -5.505 2.118 -0.650
57 H -4.194 3.090 -1.335
58 H -0.816 2.201 -3.269
59 H -3.850 2.121 -3.735
60 H -2.658 2.829 -4.819
61 H -2.946 3.550 -3.235
62 H -2.602 -0.167 -4.022
63 H -0.848 -0.213 -3.729
64 H -1.495 0.673 -5.113
65 O 3.146 2.536 2.655
66 C 2.551 2.121 1.502
67 O 1.917 0.940 1.551
68 C 2.530 2.821 0.353
69 C 3.276 3.983 -0.053
70 C 3.462 4.221 -1.370
71 C 2.971 3.276 -2.351
72 C 2.146 2.295 -1.940
73 N 1.743 2.172 -0.631
74 C 1.670 1.175 -2.795
75 O 1.827 1.114 -3.992
76 O 1.057 0.224 -2.081
77 H 3.009 1.827 3.294
78 H 3.714 4.620 0.707
79 H 4.040 5.076 -1.696
80 H 3.281 3.315 -3.385
81 C 4.266 -4.605 -3.015
82 C 3.800 -3.378 -2.309
83 S 2.549 -2.274 -2.902
84 C 4.177 -2.809 -1.155
85 C 5.217 -3.170 -0.152
86 S 3.147 -1.361 -1.132
87 H 3.990 -4.569 -4.068
88 H 3.828 -5.507 -2.583
89 H 5.353 -4.693 -2.953
90 H 5.983 -3.793 -0.618
91 H 4.798 -3.727 0.688
92 H 5.703 -2.278 0.245

Summary:
highest occupied orbital energy: -5.619 eV
net charge: 0
gap between HOMO and LUMO: 5.97 eV
LUMO energy: 0.35 eV
multiplicity: 1
energy above the lowest of the compared OMol25 structures with the same formula, charge and spin: 76.0 kcal/mol